{
  "formula": "C44H66O2S2Sb2SeSn",
  "method": "ωB97M-V/def2-TZVPD",
  "symbols": ["Sn", "C", "C", "C", "C", "C", "C", "C", "Se", "C", "C", "C", "C", "C", "C", "O", "C", "C", "C", "C", "C", "C", "C", "C", "C", "O", "C", "C", "C", "C", "C", "C", "H", "H", "H", "H", "H", "H", "H", "H", "H", "H", "H", "H", "H", "H", "H", "H", "H", "H", "H", "H", "H", "H", "H", "H", "H", "H", "H", "H", "H", "H", "H", "H", "H", "H", "H", "H", "H", "H", "H", "H", "C", "C", "S", "C", "C", "S", "H", "H", "H", "H", "H", "H", "C", "Sb", "C", "C", "C", "C", "C", "C", "C", "C", "C", "Sb", "C", "C", "H", "H", "H", "H", "H", "H", "H", "H", "H", "H", "H", "H", "H", "H", "H", "H", "H", "H", "H", "H"],
  "positions_angstrom": [[-1.330, -1.650, -1.140], [-2.914, 2.670, 4.779], [-4.195, 2.327, 4.078], [-5.028, 1.402, 4.955], [-5.037, 3.633, 3.908], [-3.859, 1.641, 2.762], [-3.046, 0.515, 2.755], [-2.518, 0.014, 1.571], [-1.776, -1.720, 1.653], [0.129, -1.334, 1.907], [0.543, -1.176, 3.213], [1.880, -0.875, 3.489], [2.811, -0.867, 2.429], [2.387, -1.043, 1.114], [1.006, -1.293, 0.801], [0.635, -1.475, -0.445], [3.392, -0.928, -0.023], [3.119, 0.461, -0.612], [3.361, -2.091, -1.002], [4.874, -0.877, 0.535], [2.300, -0.709, 4.961], [3.507, -1.547, 5.401], [2.637, 0.786, 5.234], [1.140, -1.052, 5.897], [-2.790, 0.585, 0.297], [-2.129, 0.172, -0.793], [-3.703, 1.641, 0.292], [-4.135, 2.181, 1.474], [-4.209, 2.353, -1.046], [-5.282, 3.434, -0.863], [-4.833, 1.234, -1.918], [-3.041, 2.924, -1.827], [-3.189, 3.006, 5.773], [-2.377, 3.441, 4.177], [-2.203, 1.796, 4.845], [-5.363, 2.010, 5.783], [-4.434, 0.539, 5.324], [-5.881, 1.063, 4.386], [-5.194, 4.083, 4.911], [-6.016, 3.463, 3.447], [-4.455, 4.345, 3.291], [-2.718, -0.022, 3.587], [-0.210, -1.319, 3.976], [3.877, -0.749, 2.627], [2.087, 0.528, -0.991], [3.734, 0.748, -1.413], [3.204, 1.171, 0.175], [2.690, -1.983, -1.837], [3.232, -3.091, -0.482], [4.346, -2.105, -1.439], [5.020, -0.034, 1.218], [5.611, -0.852, -0.291], [5.182, -1.794, 1.056], [4.213, -1.686, 4.578], [3.162, -2.572, 5.666], [4.013, -1.151, 6.247], [3.532, 1.196, 4.697], [2.719, 1.024, 6.291], [1.804, 1.452, 4.933], [0.791, -2.029, 5.625], [0.336, -0.327, 5.809], [1.498, -1.056, 6.922], [-4.785, 3.071, 1.435], [-6.097, 3.095, -0.278], [-5.646, 3.696, -1.911], [-4.907, 4.345, -0.357], [-5.585, 0.629, -1.433], [-4.024, 0.504, -2.236], [-5.301, 1.621, -2.828], [-2.781, 3.950, -1.437], [-3.372, 3.081, -2.851], [-2.181, 2.239, -1.777], [3.215, 4.127, -0.247], [1.763, 3.794, -0.037], [0.531, 3.825, -1.300], [1.061, 3.247, 0.994], [1.501, 2.923, 2.404], [-0.503, 3.073, 0.287], [3.644, 3.787, -1.200], [3.773, 3.720, 0.589], [3.416, 5.190, -0.096], [2.471, 2.452, 2.395], [0.821, 2.219, 2.850], [1.542, 3.815, 2.982], [-0.432, -6.826, -4.003], [-1.127, -4.952, -3.080], [0.577, -4.649, -1.735], [-0.471, -3.634, -4.719], [0.999, -3.332, -4.900], [1.938, -4.333, -4.616], [3.284, -4.125, -4.839], [3.719, -2.963, -5.431], [2.805, -1.958, -5.780], [1.403, -2.104, -5.485], [0.401, -1.018, -5.692], [0.128, -0.051, -3.814], [1.905, 1.201, -3.989], [-1.443, 1.223, -4.481], [0.425, -7.145, -3.443], [-0.157, -6.705, -5.034], [-1.130, -7.620, -3.960], [0.714, -3.557, -1.753], [1.444, -5.165, -2.196], [0.364, -4.928, -0.707], [-1.083, -2.779, -4.579], [-0.916, -4.176, -5.551], [1.624, -5.236, -4.159], [3.947, -4.961, -4.656], [4.781, -2.844, -5.648], [3.147, -1.020, -6.142], [-0.551, -1.317, -6.069], [0.787, -0.243, -6.335], [1.721, 1.886, -4.808], [2.702, 0.507, -4.263], [2.156, 1.629, -3.050], [-1.380, 1.375, -5.560], [-1.338, 2.175, -3.990], [-2.408, 0.813, -4.208]],
  "atomic_forces_ev_per_a": [[0.21, -0.72, -0.35], [1.46, -0.12, -0.40], [-1.19, -0.03, -0.74], [0.66, -0.37, 0.05], [0.91, 0.00, 0.00], [0.66, 0.61, -1.16], [-0.21, 0.53, -1.60], [-0.95, 0.37, -0.80], [1.18, -0.25, -0.07], [-0.40, -0.35, -0.90], [0.71, 0.37, -0.26], [0.09, -0.83, 0.75], [-1.19, -0.01, 0.14], [-0.03, -0.43, 0.00], [0.60, 0.39, 1.37], [-0.48, 0.17, -0.30], [1.13, 0.40, 0.87], [-1.64, -0.94, -0.10], [0.38, -0.92, 0.35], [-0.16, -0.41, -0.35], [0.23, 1.34, 0.45], [-0.73, -1.60, -1.37], [-0.23, 1.02, -0.88], [0.53, 0.36, -0.13], [0.85, -0.52, 0.72], [-0.71, 0.65, 0.26], [-0.55, 1.61, -1.82], [-0.93, 0.21, 2.06], [-0.05, -1.56, 0.47], [0.82, 0.73, -1.17], [1.21, -0.96, -0.64], [0.38, 1.17, 0.49], [0.46, 0.33, 0.27], [-0.28, -0.29, 0.73], [-0.86, 0.80, 0.12], [-0.24, -0.18, 0.55], [-0.46, 0.42, -0.20], [-0.35, -0.30, 0.01], [0.08, -0.21, -0.60], [0.20, -0.07, 0.05], [-0.45, -0.17, 0.30], [0.03, -0.47, 1.70], [0.22, 0.20, 0.07], [-0.50, 0.07, 0.10], [0.16, -0.10, 0.19], [1.25, 0.21, -1.14], [0.16, 0.77, 0.64], [-0.64, -0.05, -0.02], [-0.10, 1.17, -0.60], [0.46, -0.30, -0.39], [0.16, -0.06, -0.32], [-0.55, 0.52, 0.18], [-0.47, 0.06, 0.17], [0.12, 0.17, 0.18], [0.23, 0.51, -0.14], [0.37, 0.53, 0.75], [-0.54, -0.65, 0.42], [0.42, -0.38, 0.30], [0.18, -0.46, -0.21], [-0.40, -0.61, 0.21], [-0.21, 0.04, 0.05], [-0.02, -0.03, 0.17], [0.47, -0.60, 0.02], [-1.01, -0.50, 0.39], [0.37, -0.11, 1.41], [0.00, -0.34, -0.43], [-0.28, 0.01, 0.52], [-0.88, 0.88, 0.31], [0.17, 0.20, 0.03], [0.04, -1.02, -0.21], [0.20, -0.07, -0.27], [-0.25, 0.39, -0.24], [-0.25, 0.35, 0.76], [0.21, -0.62, -0.08], [0.32, 0.39, -0.59], [1.51, 0.63, -0.01], [-0.46, -0.30, -1.39], [-1.09, -0.54, 0.63], [-0.27, 0.04, 0.30], [0.23, -0.61, 0.01], [-0.22, 0.22, -0.54], [0.44, -0.12, -0.03], [-0.38, -0.29, 0.30], [0.03, 0.71, 0.67], [0.23, 0.97, 0.36], [0.23, -0.38, -0.05], [-0.14, 0.27, -1.01], [0.38, -1.07, 0.75], [-0.35, -0.24, -0.51], [-0.02, 1.49, -0.23], [-0.20, -0.85, -0.30], [0.01, 0.90, -0.52], [-1.51, -0.92, 1.38], [1.43, -1.14, 0.01], [1.13, 0.21, 0.10], [0.16, 0.20, 0.84], [-0.66, -1.25, -0.83], [0.25, 0.18, -0.32], [0.65, -0.18, 0.24], [0.19, 0.27, -0.47], [-1.02, -0.63, 0.20], [0.39, -0.43, -0.01], [-0.43, 0.38, 0.79], [0.04, -0.31, -0.03], [-0.41, 0.99, 0.08], [0.20, 0.00, -0.39], [-0.30, -0.68, 0.06], [0.27, 0.22, 0.16], [-0.26, 0.13, 0.04], [0.31, 0.62, -0.57], [-0.60, -0.43, -0.25], [0.19, 0.26, -0.38], [0.16, 0.40, 0.10], [-0.01, 0.02, -0.06], [0.00, 0.70, 0.60], [-0.05, -0.04, 0.04], [0.00, 0.43, 0.16], [-0.12, -0.15, 0.00]],
  "energy_ha": -5759.21053,
  "e_above_lowest_kcal_mol": 48.7,
  "lumo_energy_ev": 0.407,
  "total_charge": 0
}